31
Properties=species:S:1:pos:R:3 method="wB97M-V/def2-TZVPD" e_homo_ha="-0.4812 / -0.6194" spin_multiplicity=6 total_charge=+2 s_squared=8.774 gap_ev="6.59 / 5.89" fmax_ev_per_a=5.54
Cl -1.479 2.214 -2.850
C -0.857 -2.193 -2.105
C 0.546 -2.324 -1.853
C 1.229 -1.272 -2.524
H 1.006 -3.119 -1.271
C 0.240 -0.426 -3.174
C -1.072 -0.997 -2.850
H -1.995 -0.527 -3.147
H -1.605 -2.915 -1.787
H 2.298 -1.115 -2.563
C 0.512 0.722 -4.060
Ir -0.096 -0.138 -0.979
C 1.289 0.795 -0.177
O 2.028 1.395 0.477
C -1.294 1.132 -0.336
O -1.879 1.964 0.203
H 1.449 1.195 -3.792
H -0.300 1.487 -3.847
H 0.471 0.444 -5.111
S -0.634 -1.442 1.047
C -0.301 -0.493 2.451
N 0.908 -0.353 3.055
C 0.861 0.600 4.159
C -0.619 1.015 4.199
N -1.197 0.229 3.127
H 1.763 -0.780 2.733
H 1.499 1.464 3.920
H 1.183 0.160 5.115
H -0.720 2.088 3.975
H -1.072 0.799 5.179
H -2.163 0.392 2.787